1) The following is a DFT calculation (wB97M-V/def2-TZVPD) of a cluster of 2 separate species, C3H11NS in total.

Cartesian coordinates (Å):
S -1.13678 -0.57592 2.01164
N -0.00114 -0.97600 -0.87634
C 1.74381 0.58153 -0.11130
C 0.40558 0.96981 -2.23171
C 0.38940 0.45812 -0.80634
H -0.04055 -1.29853 0.10517
H 2.09923 1.61107 -0.08410
H 1.05805 0.33681 -2.83972
H -2.17061 0.12702 1.50520
H -0.58956 0.90974 -2.67909
H 2.43040 -0.12196 -0.58895
H -0.98285 -0.91655 -1.14247
H 0.77898 1.99319 -2.31687
H -1.87498 -1.23381 0.69827
H 1.60569 0.24589 0.92162
H -0.34447 1.03826 -0.23364

Results
E_HOMO = -9.4 eV
gap between HOMO and LUMO = 0.341 Ha
LUMO = -0.10 eV
spin multiplicity = 1
SMILES = CC(C)N.S


2) The following is a DFT calculation (wB97M-V/def2-TZVPD) of a cluster of 3 separate species, C3H11NS in total.

Cartesian coordinates (Å):
S -2.54772 -0.88030 -0.56095
N 0.61856 -0.66607 0.20149
C 0.97384 0.72646 0.05523
C 1.20651 -1.60212 -0.74347
C -0.03010 1.55981 0.82145
H 0.13581 2.66816 0.82086
H -2.06788 -0.22713 1.22213
H -3.59186 -0.04219 -0.71013
H -1.02421 1.41357 0.41013
H 0.87289 1.09434 -1.00526
H 2.24170 -1.85999 -0.47917
H -0.42295 -0.68215 0.10638
H -0.06880 1.30162 1.90272
H 1.96837 0.88927 0.51003
H 0.53167 -2.46041 -0.76374
H 1.20418 -1.23285 -1.78773

Results
E_HOMO = -8.7 eV
gap between HOMO and LUMO = 0.279 Ha
LUMO = -1.08 eV
spin multiplicity = 1


Stability comparison, relative energies in eV: 1) 0.000; 2) 1.287


1) The following is a DFT calculation (wB97M-V/def2-TZVPD) of the ion C10H17N2 with charge +1.

Cartesian coordinates (Å):
N 1.03283 1.26916 -0.12738
N 0.36192 -1.29753 -0.57326
C -0.59979 -0.70587 -0.02941
C -0.26139 0.79791 0.44499
C 1.07917 1.28849 -1.56709
C -1.93147 -2.57609 -0.01509
C -0.89440 -3.29419 -0.62789
C 2.30220 0.64433 0.30996
C -1.84209 -1.23548 0.32648
C 0.27935 -2.52424 -0.95903
C -1.26638 1.83078 0.05658
C -0.08660 0.76504 1.94233
H 2.60558 -0.12190 -0.36676
H -0.20819 1.78591 2.40873
H -1.55728 1.78048 -1.01470
H -2.83656 -3.13167 0.19517
H 1.14040 -3.06408 -1.46282
H 3.13494 1.32348 0.43010
H -2.08087 1.85892 0.67032
H 0.54005 0.30832 -1.90937
H 2.07535 0.21215 1.29433
H 0.50796 2.21189 -2.01495
H -0.85195 2.79213 0.08225
H -0.99488 -4.33843 -0.96568
H 0.79644 0.27683 2.43125
H 2.08921 1.29674 -2.06660
H -0.90381 0.20533 2.42065
H -2.68840 -0.66828 0.54562
H 1.05868 2.30987 0.14127

Results
E_HOMO = -13.1 eV
gap between HOMO and LUMO = 0.382 Ha
LUMO = -2.67 eV
charge = +1
spin multiplicity = 1
SMILES = C[NH+](C)C(C)(C)c1ccccn1


2) The following is a DFT calculation (wB97M-V/def2-TZVPD) of a cluster of 2 separate species, C10H17N2 in total.

Cartesian coordinates (Å):
N 2.13210 0.05135 0.14891
N -0.04951 0.68844 -1.43353
C -0.13780 -1.03658 2.19281
C -0.62207 -2.24588 2.69225
C 0.36434 1.96384 -2.05004
C 0.65241 1.53354 1.13607
C -0.08207 -2.13147 -0.01539
C -1.47579 0.48161 -1.27742
C -0.58383 -3.29302 0.48160
C -0.80620 -3.35615 1.88859
C 0.86690 0.26172 0.46604
C 0.17838 -1.02808 0.86193
H -1.49158 -0.24342 -0.44902
H 2.67542 0.91800 0.05332
H 1.40010 2.08489 -2.17537
H -1.04295 -4.22890 2.31301
H -2.00035 0.17313 -2.21901
H 0.24839 -0.08189 -2.11681
H 2.52157 -0.86799 0.03852
H -0.41202 1.70671 1.33452
H -2.10302 1.31326 -0.89770
H -0.25634 -0.18445 2.84270
H -0.61572 -4.17155 -0.13897
H 0.00404 2.79066 -1.32282
H 0.16735 -1.90090 -1.10058
H 0.93394 2.58680 0.75666
H 1.07465 1.47637 2.17681
H -1.06749 -2.26592 3.62687
H -0.28208 1.97820 -2.97945

Results
E_HOMO = -12.9 eV
gap between HOMO and LUMO = 0.359 Ha
LUMO = -3.15 eV
charge = +1
spin multiplicity = 1


Stability comparison, relative energies in eV: 1) 0.000; 2) 0.204


1) The following is a DFT calculation (wB97M-V/def2-TZVPD) of a cluster of 2 separate species, C2H6N2O3 in total.

Cartesian coordinates (Å):
O 0.41217 -1.04266 -1.03302
O 0.27443 2.77692 0.72890
O -0.26364 -2.72118 0.89207
N 0.58264 1.30708 -0.90815
N -0.23284 0.62241 1.17211
C -0.02980 0.07061 -1.40856
C 0.09022 1.67110 0.37014
H -0.31782 -0.25845 0.67769
H 0.03975 -2.50336 -0.06740
H 0.45945 2.19148 -1.44911
H -0.72563 0.14996 -2.28668
H -0.86253 0.78746 2.00240
H 0.57361 -3.05139 1.30961

Results
E_HOMO = -10.6 eV
gap between HOMO and LUMO = 0.385 Ha
LUMO = -0.12 eV
spin multiplicity = 1
SMILES = NC(=O)NC=O.O


2) The following is a DFT calculation (wB97M-V/def2-TZVPD) of a cluster of 2 separate species, C2H6N2O3 in total.

Cartesian coordinates (Å):
O -0.55791 -2.65056 3.52132
O -1.53516 0.81968 0.32411
O 1.93764 0.85581 -1.90832
N 0.60818 0.20951 -0.11804
N -0.41003 0.51254 -2.08122
C -0.39610 0.48868 0.69040
C 0.80263 0.71245 -1.47745
H -1.26180 -2.87234 2.93679
H 1.21239 -0.45244 0.13756
H -0.56644 0.59438 -3.09944
H -0.80927 -3.06281 4.40043
H -0.01723 0.39949 1.62210
H -1.14036 0.93314 -1.37713

Results
E_HOMO = -10.4 eV
gap between HOMO and LUMO = 0.401 Ha
LUMO = 0.56 eV
spin multiplicity = 1
SMILES = NC(=O)NC=O.O


Stability comparison, relative energies in eV: 1) 0.000; 2) 0.356